a.
Entry from the OMol25 dataset: a 2-piece molecular cluster, C4H14N3 overall (ωB97M-V/def2-TZVPD).

Calculated values
Gap between HOMO and LUMO   10.452 eV
HOMO   -0.52013 Ha
Spin multiplicity   1
Total charge   +1

Each line ends with the natural charge from an NBO analysis.
Positions of all 21 atoms, in Å:
C -2.5330 0.3315 -0.1735  -0.4354
C -0.2769 1.2044 0.7408  0.6884
N -1.3238 1.2168 -0.1446  -0.5134
N 0.0542 0.2949 1.6898  -0.7958
N 0.8762 1.9034 0.3632  -0.7791
H -1.1665 1.7285 -0.9170  0.4037
H -0.5062 -0.5428 1.7672  0.4240
H 0.4194 0.6989 2.6193  0.4423
H 0.9382 2.2595 -0.5929  0.4231
H 1.6417 2.0045 1.0296  0.4309
H -2.4689 -0.3609 -1.0520  0.2376
H -3.4918 0.8616 -0.2447  0.2512
H -2.4419 -0.4401 0.6049  0.2210
C 0.7902 -2.3359 -1.3395  -0.6022
C 2.1440 -2.0001 -0.8644  -0.6164
H 0.6286 -3.5369 -1.3974  0.2204
H 0.1090 -1.8845 -0.7634  0.1723
H 0.7783 -2.0325 -2.4490  0.2137
H 2.2666 -1.4011 0.0204  0.1899
H 2.6513 -1.5175 -1.5572  0.2037
H 2.6505 -2.9419 -0.6069  0.2201

b.
Entry from the OMol25 dataset: an isolated ion of composition C4H14N3 and charge +1 (ωB97M-V/def2-TZVPD).

Calculated values
Gap between HOMO and LUMO   10.617 eV
Structure (SMILES)   CN(C)[N+](C)(C)N
HOMO   -0.49343 Ha
Spin multiplicity   1
Total charge   +1

Each line ends with the natural charge from an NBO analysis.
Positions of all 21 atoms, in Å:
C 1.3278 1.3564 0.6977  -0.4179
N 0.8158 0.0289 0.4486  -0.2845
C 1.6329 -1.0142 -0.1042  -0.4185
N -0.6192 0.0107 0.0072  0.0737
C -1.2012 -1.2259 0.5162  -0.4142
C -0.7458 0.0128 -1.4172  -0.4521
N -1.4516 1.1574 0.5340  -0.6733
H 1.0001 2.1059 -0.0744  0.1818
H 0.9404 1.8083 1.5807  0.2139
H 2.4099 1.2801 0.7184  0.2434
H 1.2962 -1.9690 0.2590  0.2044
H 1.5707 -1.0053 -1.1332  0.1853
H 2.6222 -0.9699 0.1533  0.2492
H -1.2840 -1.3073 1.5553  0.2442
H -2.2452 -1.3831 0.0290  0.2458
H -0.5320 -2.0462 0.2518  0.2348
H -1.7109 0.2830 -1.7099  0.2492
H 0.0229 0.6687 -1.9041  0.2458
H -0.7157 -0.9239 -1.8338  0.2436
H -1.6204 1.1741 1.5404  0.4250
H -1.5132 1.9585 -0.1147  0.4205

Which one is most stable, and which one is least stable? a is the most stable of them, while b is the least stable.